Entry 1:
Entry from the Open Molecules 2025 dataset: a cluster of 9 separate species, C5H26NO9 in total (ωB97M-V with the def2-TZVPD basis set).

Geometry as XYZ:
```
41
Properties=species:S:1:pos:R:3:forces:R:3
C -2.20921 0.48797 -2.83537 2.0 1.7 1.1
O -3.28788 0.35353 -1.93192 -0.8 -0.4 -0.6
C -1.40859 -0.79773 -3.14590 -1.3 0.4 -1.3
C -0.84452 -1.24850 -1.84165 0.3 -0.2 2.1
C 0.64043 -1.16404 -1.67957 0.0 -0.3 -1.4
C 1.30300 -2.12183 -1.07174 1.5 -0.6 1.6
N 2.67329 -2.11396 -0.55034 -0.9 2.7 -1.3
H -2.57684 1.00670 -3.74447 0.2 -0.2 0.5
H -1.45108 1.10692 -2.24646 -0.7 0.0 -1.4
H -2.16817 -1.42879 -3.62175 0.1 -0.7 0.5
H -0.64050 -0.75252 -3.97744 -0.6 0.7 1.1
H -1.30239 -2.13515 -1.39393 0.4 -0.5 -0.5
H -1.08566 -0.56826 -0.99867 -0.6 0.3 -0.7
H 1.07932 -0.26910 -2.16034 0.1 -0.5 0.7
H 0.88160 -3.01520 -0.63295 -1.2 0.1 -0.6
H 2.65989 -1.65176 0.37595 0.2 -1.2 -0.7
H 2.96360 -3.05331 -0.63538 0.8 -0.8 1.0
H 3.63636 1.10549 0.40383 -0.7 -0.6 -1.0
H 3.12944 0.30062 -0.88846 0.4 -2.2 -0.6
O 3.12177 1.10591 -0.43275 0.4 2.6 1.3
H -0.61253 3.07326 -0.24276 0.2 -0.4 0.5
H 0.89859 3.24021 -0.31399 1.2 -0.8 0.9
O 0.09551 3.55725 -0.65944 -1.4 1.3 -1.6
H -3.68403 -0.33662 1.28775 -1.3 1.0 1.9
H -2.11612 -0.56951 1.14422 -1.9 0.1 0.4
O -3.05000 -0.67129 0.71490 2.7 -1.0 -2.3
H 1.89084 -0.21025 3.06982 1.3 2.0 -0.3
H 0.24880 -0.41603 2.63474 -0.1 1.2 0.2
O 1.13320 -0.72625 3.00302 -1.3 -2.4 0.5
H 0.85074 -1.97749 2.12085 -0.7 -0.1 -0.8
H 1.33418 -3.26647 2.14049 0.5 -1.4 0.1
O 0.66298 -2.83048 1.62849 0.2 0.5 0.7
H 2.44264 2.71372 0.75029 0.0 0.0 -1.9
H 1.34915 2.36219 1.83737 0.7 0.5 -0.6
O 2.30709 2.57714 1.65497 -0.4 -0.3 2.9
H -1.22353 2.56974 1.82286 1.0 0.8 0.0
H -1.55222 -0.22184 3.28126 -0.3 0.0 0.4
O -1.25232 -0.02055 2.40207 0.8 0.0 -0.7
H -0.78246 1.22592 2.10375 1.2 0.2 0.3
H -3.06944 0.36420 -0.97622 0.4 -0.5 -0.6
O -0.31227 2.21214 1.88399 -2.5 -1.1 0.1
```
Positions in Å, forces in eV/Å.

Calculated values
* gap between HOMO and LUMO: 8.941 eV
* total charge: -1
* spin multiplicity: 1
* relative energy (zero: lowest compared OMol25 entry of this formula, charge and spin): 256.4 kJ/mol


Entry 2:
Entry from the Open Molecules 2025 dataset: a structure of composition C8H8ClP (ωB97M-V with the def2-TZVPD basis set).

Geometry as XYZ:
```
18
Properties=species:S:1:pos:R:3:forces:R:3
C -0.44749 1.24264 -2.10822 0.0 0.1 0.0
C -0.69574 2.19118 -1.12790 0.0 0.1 0.0
C -0.08053 -0.04500 -1.75528 0.1 -0.1 0.0
C -0.57291 1.85162 0.20722 0.0 -0.1 0.0
C 0.06251 -0.39848 -0.41876 -0.1 0.3 -0.1
C -0.19368 0.56500 0.55754 -0.1 -0.1 0.3
C 0.49926 -1.74034 0.01358 -0.8 -0.2 4.1
C 0.06773 -1.71195 1.93540 0.9 0.0 -3.9
P 0.05095 0.06824 2.31026 -1.1 -0.2 -0.4
Cl 2.04619 0.38057 2.40413 1.2 0.2 0.2
H -0.54244 1.51506 -3.14964 0.0 0.0 -0.1
H -0.97736 3.19681 -1.40056 -0.1 0.1 -0.1
H 0.10811 -0.78560 -2.51866 0.0 0.0 -0.1
H -0.77174 2.57585 0.98396 0.0 0.1 0.0
H -0.04868 -2.57234 -0.40478 0.0 -0.1 -0.1
H 1.57178 -1.88759 -0.00298 0.1 -0.1 -0.1
H -0.91016 -2.16841 2.02385 -0.2 0.0 0.0
H 0.83421 -2.27724 2.45083 0.0 0.0 0.1
```
Positions in Å, forces in eV/Å.

Calculated values
* gap between HOMO and LUMO: 9.580 eV
* total charge: 0
* spin multiplicity: 1
* relative energy (zero: lowest compared OMol25 entry of this formula, charge and spin): 75.5 kJ/mol


Entry 3:
Entry from the Open Molecules 2025 dataset: a structure of composition C19H36ClCsF7MgN3O16S3Si2 (ωB97M-V with the def2-TZVPD basis set).

Geometry as XYZ:
```
89
Properties=species:S:1:pos:R:3:forces:R:3
O -7.53129 0.54594 -6.86008 -0.3 0.7 0.2
S -6.34896 0.59397 -7.61368 -1.1 -1.2 1.2
O -6.34610 0.00290 -8.88385 1.0 -0.5 -0.9
O -5.81590 2.19251 -7.93152 3.4 -4.4 14.4
C -5.46696 2.66242 -6.60336 0.4 0.4 0.5
F -6.61135 2.97901 -6.00292 -0.4 -0.1 0.4
C -4.67447 1.49280 -6.05158 0.5 -0.3 0.2
S -4.74045 1.18170 -4.24684 -1.4 -1.5 1.1
O -4.48471 -0.20111 -4.09526 0.7 -0.3 -0.4
O -5.95814 1.69727 -3.73464 -0.2 1.0 -0.2
C -3.34755 2.10244 -3.45519 -0.3 0.8 -0.4
F -3.72971 2.27797 -2.21881 0.0 -0.1 0.5
F -3.15595 3.28277 -4.03880 -0.1 -0.1 -0.4
F -2.26538 1.38772 -3.52702 0.8 -0.3 -0.1
O -5.14524 0.28858 -6.69560 0.5 -0.1 -0.1
H -4.87123 3.57069 -6.59676 0.3 0.0 -0.7
H -3.64279 1.55834 -6.37329 0.3 0.3 0.1
O -1.53824 -0.26399 1.83286 -0.1 0.2 -0.3
Si -0.75552 -0.24487 3.23851 -0.1 0.2 0.4
C -0.00866 1.42707 3.61466 0.2 -0.2 -0.1
C 0.63771 -1.51900 3.02292 0.3 -0.3 0.9
C -1.81600 -0.78935 4.64742 0.0 -0.2 0.0
Si -1.23660 0.08087 0.23806 -0.3 0.1 -0.6
C -2.68059 -0.40721 -0.80300 -0.2 -0.1 0.4
C 0.29294 -0.82568 -0.33114 0.4 -0.2 0.2
C -0.91439 1.91844 0.04198 0.0 -0.1 0.3
H 0.73387 1.72786 2.86764 0.0 0.1 0.0
H 0.47827 1.42399 4.59351 0.0 0.0 0.0
H -0.78359 2.19426 3.62730 0.0 0.0 0.0
H 0.23139 -2.48409 2.68329 0.2 -0.2 -0.2
H 1.19350 -1.67830 3.96455 0.0 0.0 0.0
H 1.30500 -1.18756 2.22401 -1.4 0.2 -0.9
H -2.23315 -1.78214 4.47120 0.0 0.0 0.0
H -2.64060 -0.08905 4.78593 0.0 0.0 0.0
H -1.23708 -0.82175 5.57343 0.0 0.0 0.0
H -2.88690 -1.47568 -0.71682 0.1 0.0 -0.1
H -2.48770 -0.17578 -1.84564 0.1 -0.2 -0.1
H -3.57971 0.13708 -0.49923 0.0 0.0 0.0
H 1.19782 -0.45628 0.18474 0.0 0.2 -0.1
H 0.44445 -0.66800 -1.40081 0.0 0.0 0.0
H 0.19672 -1.89924 -0.15657 -0.1 -0.1 0.0
H 0.00538 2.23090 0.54399 0.0 0.1 0.0
H -1.72829 2.52113 0.45099 0.0 0.0 0.0
H -0.81227 2.17188 -1.01493 0.0 0.0 0.0
Mg 2.98630 -1.05538 2.36968 0.9 -0.3 -0.1
C -2.65478 -4.84608 1.78127 0.4 0.1 -0.1
F -2.87270 -3.69757 2.46140 -0.1 0.0 0.1
F -2.49593 -5.82458 2.68130 -0.1 0.0 0.1
F -3.72333 -5.10725 1.05206 -0.2 0.0 0.0
S -1.13779 -4.67225 0.76277 0.2 0.1 -0.5
O -0.12312 -4.33456 1.76111 0.4 0.2 0.6
O -1.42421 -3.55810 -0.10764 -0.1 0.4 0.0
O -0.95447 -5.95008 0.14273 0.1 -0.2 0.2
N 9.42497 -0.17941 3.67913 0.0 0.0 0.0
C 8.65410 0.92437 3.44106 0.1 0.0 0.0
C 7.37052 0.50004 3.23409 -0.1 -0.1 0.0
C 7.37118 -0.91808 3.35520 -0.1 0.1 0.0
C 8.65307 -1.30546 3.63100 0.0 0.0 0.0
H 10.41095 -0.16725 3.85998 0.0 0.0 0.0
H 9.08051 1.91195 3.43757 0.0 0.0 0.0
H 6.52913 1.13742 3.01886 0.0 0.0 0.0
H 6.52883 -1.58185 3.24982 0.0 -0.1 0.0
H 9.07765 -2.27992 3.79397 0.0 0.0 0.0
O -2.77807 5.17212 -1.73271 -0.1 -0.2 0.0
H -2.88009 4.21206 -1.70950 0.1 0.2 0.1
Cs -6.30738 2.76595 -9.69495 -4.1 5.6 -15.5
C 3.70191 -3.54172 -2.01104 -0.1 -0.1 -0.1
C 4.58744 -2.93785 -1.03201 -0.1 -0.1 0.0
N 5.29414 -2.46609 -0.26042 -0.1 0.3 0.4
H 4.04024 -4.54994 -2.23825 0.0 0.0 0.0
H 2.68736 -3.59224 -1.61772 0.0 0.0 0.0
H 3.70289 -2.94869 -2.92259 0.0 0.0 0.0
C 10.87306 3.42857 5.89690 0.1 0.0 -0.3
O 11.76988 3.92943 4.90973 0.0 0.0 0.2
H 11.10414 3.94242 6.82510 0.0 0.0 0.0
H 9.83278 3.63366 5.63044 0.0 0.0 0.1
H 11.00507 2.35319 6.04679 0.0 0.0 0.1
H 11.58400 3.49172 4.07647 0.0 0.0 -0.1
C -4.80342 3.95622 0.78996 0.0 -0.1 -0.3
C -5.42932 4.67665 1.88126 0.0 0.0 -0.1
N -5.92193 5.24557 2.74419 -0.2 0.2 0.3
H -4.63962 4.61799 -0.06328 0.1 0.0 0.0
H -3.83681 3.57397 1.11067 0.0 0.0 0.0
H -5.43689 3.12201 0.49145 0.0 0.0 0.0
O -3.36226 -5.54967 -4.20457 -0.1 -0.1 -0.2
Cl -2.82328 -4.75841 -3.13313 0.1 -0.1 0.5
O -3.02011 -5.42416 -1.86527 -0.1 0.0 -0.4
O -3.48023 -3.47115 -3.09407 -0.1 0.2 -0.1
O -1.40596 -4.55900 -3.33845 0.1 0.1 -0.1
```
Positions in Å, forces in eV/Å.

Calculated values
* gap between HOMO and LUMO: 1.518 eV
* total charge: 0
* spin multiplicity: 1


Entry 4:
Entry from the Open Molecules 2025 dataset: a structure of composition C44H54N7OSTa (ωB97M-V with the def2-TZVPD basis set).

Geometry as XYZ:
```
108
Properties=species:S:1:pos:R:3:forces:R:3
Ta 0.38928 0.36036 0.48059 -0.5 1.0 0.3
C 0.30608 -2.43693 3.23909 0.0 -0.1 0.0
C 1.46028 -1.85260 2.42854 0.1 0.1 0.0
N 1.15322 -0.45206 2.07016 -0.2 -0.1 0.2
C 1.36705 0.51828 3.19608 0.0 -0.3 -0.1
C 0.04588 1.15348 3.56805 -0.1 -0.1 0.1
N -0.67484 1.44411 2.30049 0.2 0.3 0.2
C -0.97636 2.87774 2.04758 -0.1 -0.1 0.1
C 0.21273 3.51528 1.40678 0.2 0.1 0.0
N 0.61296 2.69319 0.21941 -0.5 0.2 -0.1
C 0.08041 3.18380 -1.10304 0.1 0.1 -0.1
C -0.83792 2.16413 -1.74786 0.0 -0.2 0.0
N -0.25280 0.82726 -1.58228 0.2 0.1 -0.3
C 0.12736 0.07677 -2.53099 0.0 -0.1 0.0
C 0.31892 0.61698 -3.91781 0.0 -0.1 0.0
C 0.56479 -1.34640 -2.03514 0.2 0.0 0.3
C 2.44545 -2.84608 -2.82273 0.0 0.0 0.0
C 2.08214 -3.88050 -2.08119 0.0 -0.1 0.0
C 1.09413 -3.79668 -0.98007 0.1 0.0 0.0
C 0.82289 -2.65058 0.04212 0.1 0.2 -0.1
N 0.67796 -1.29749 -0.57044 -0.3 -0.5 -0.3
H 0.19471 -1.93126 4.19853 0.0 0.0 0.0
H 0.49051 -3.48848 3.46165 0.0 0.0 0.0
H -0.64225 -2.35113 2.70249 0.0 0.0 0.0
H 2.07920 1.29067 2.89567 0.1 0.0 0.0
H 1.81819 -0.00015 4.04203 0.0 0.0 0.0
H 0.18092 2.05384 4.16752 0.0 0.0 0.0
H -0.55535 0.45796 4.15213 0.0 0.0 0.0
H -1.57244 0.98351 2.37434 -0.1 0.0 0.0
H -1.27934 3.38874 2.96106 0.0 0.0 0.0
H -1.82570 2.92117 1.37073 -0.1 0.0 0.0
H 1.07057 3.54664 2.08388 0.0 0.0 0.0
H 0.00735 4.54446 1.11201 0.0 0.0 0.0
H 1.60886 2.83316 0.14020 0.1 0.0 -0.1
H 0.94058 3.37944 -1.74483 0.0 0.0 0.0
H -0.43966 4.13104 -0.96712 0.0 0.0 0.0
H -1.06374 2.40607 -2.78431 0.1 0.1 0.0
H -1.78832 2.12093 -1.21352 0.0 0.0 0.0
H -0.63610 0.80933 -4.40978 0.0 0.0 0.0
H 0.92148 -0.03295 -4.54093 0.0 0.0 0.0
H 0.82662 1.57911 -3.82991 0.0 0.0 0.0
H 3.19905 -2.90315 -3.59906 0.0 0.0 0.0
H 2.50655 -4.85080 -2.30577 0.0 0.0 0.0
H 1.12945 -4.71006 -0.38941 -0.1 0.0 0.0
C 0.64609 -2.39819 -5.79312 0.0 0.0 0.0
C -0.64678 -2.13591 -5.01701 0.0 0.0 0.0
C -0.74914 -2.90965 -3.72520 0.0 -0.2 0.1
C -1.30810 -4.21080 -3.93228 0.0 0.0 -0.1
C -1.50085 -5.18434 -2.96833 0.0 0.1 0.1
C -1.13639 -4.85083 -1.69579 0.0 -0.1 0.0
C -0.51652 -3.59034 -1.38497 -0.2 0.0 0.0
C -0.62753 -3.14412 0.10286 0.0 0.0 0.0
C 1.81223 -2.65468 1.18866 0.0 0.0 0.0
C -0.36348 -2.56638 -2.44860 0.1 0.1 -0.1
N 1.91792 -1.54822 -2.58241 0.0 0.1 -0.2
C 2.87371 -0.58898 -2.44643 0.0 -0.1 0.1
C 3.05356 0.44690 -1.56829 0.0 0.0 0.2
C 4.31487 1.13693 -1.62850 0.0 -0.1 -0.1
C 4.47376 1.84008 -0.47307 -0.1 0.0 0.0
C 3.30557 1.58736 0.26983 0.0 -0.1 0.2
N 2.41472 0.80518 -0.34441 0.4 0.0 -0.4
H 0.56744 -1.99682 -6.80213 0.0 0.0 0.0
H 0.84447 -3.46723 -5.88373 0.0 0.0 0.0
H 1.51874 -1.94398 -5.32076 0.0 0.0 0.0
H -1.48824 -2.45130 -5.63594 0.0 0.0 0.0
H -0.81524 -1.08488 -4.84681 0.0 0.1 0.0
H -1.58098 -4.45031 -4.95552 0.0 0.0 0.0
H -1.92536 -6.14710 -3.21813 0.0 0.0 0.0
H -1.27300 -5.55194 -0.87857 0.0 0.0 0.0
H -0.78379 -4.01644 0.73631 0.0 0.0 0.0
H -1.37312 -2.38300 0.30557 0.1 0.0 0.1
H 1.99050 -3.68551 1.50097 0.0 0.0 0.0
H 2.35247 -1.84359 3.05957 0.0 0.0 0.0
H 2.75786 -2.28495 0.77904 0.0 0.0 0.0
H 3.70840 -0.74425 -3.12434 0.0 0.0 0.0
H 5.02115 1.04466 -2.44100 0.0 0.0 0.0
H 5.31154 2.44344 -0.16332 0.0 0.0 0.0
H 3.12141 1.95190 1.27376 0.0 0.1 0.0
O -1.79356 0.18556 0.30379 -0.2 0.1 -0.2
S -3.25098 -0.06514 0.82228 0.2 -0.5 0.2
C -3.92675 -1.28045 -0.35416 0.0 -0.1 -0.1
C -4.33422 -0.74893 -1.69535 0.0 0.0 0.1
C -3.38934 -0.55951 -2.70056 0.0 0.1 0.0
C -3.77295 -0.06271 -3.93763 0.0 0.0 0.0
C -5.10580 0.24809 -4.18073 0.0 0.0 0.0
C -6.05388 0.04956 -3.18760 0.0 0.0 0.0
C -5.66983 -0.44821 -1.95039 0.0 0.0 0.0
C -4.30885 1.32948 0.44429 0.0 0.2 0.0
C -4.25240 2.43824 1.46200 0.0 0.0 -0.1
C -4.24198 3.75510 1.01134 0.1 0.0 0.0
C -4.26105 4.80354 1.92296 0.0 0.0 0.0
C -4.29782 4.53751 3.28602 0.0 0.0 0.0
C -4.32360 3.22292 3.73747 0.0 0.0 0.0
C -4.30471 2.17328 2.82910 0.0 0.0 0.0
H -4.75645 -1.74228 0.18731 0.0 0.1 0.0
H -3.12497 -2.01639 -0.41736 -0.1 0.0 0.0
H -2.35849 -0.83363 -2.51116 0.0 0.0 0.0
H -3.04853 0.06402 -4.73354 0.0 0.0 0.0
H -5.40912 0.62194 -5.14945 0.0 0.0 0.0
H -7.09538 0.26956 -3.37973 0.0 0.0 0.0
H -6.42364 -0.62853 -1.19171 0.0 0.0 0.0
H -5.30013 0.86028 0.43273 0.0 -0.1 0.0
H -4.10686 1.65281 -0.57838 0.0 0.0 0.0
H -4.24763 3.96694 -0.05263 0.0 0.0 0.0
H -4.27573 5.82621 1.56988 0.0 0.0 0.0
H -4.34124 5.35347 3.99524 0.0 0.0 0.0
H -4.39012 3.01606 4.79777 0.0 0.0 0.0
H -4.37381 1.15496 3.19863 0.0 0.0 0.0
```
Positions in Å, forces in eV/Å.

Calculated values
* gap between HOMO and LUMO: 6.028 eV
* total charge: +4
* spin multiplicity: 1